No. 1
{
  "formula": "C32H45IN7O5PSTl",
  "method": "ωB97M-V/def2-TZVPD",
  "multiplicity": 1,
  "total_charge": 1,
  "energy_ha": -3215.49445,
  "e_lumo_ev": -2.72,
  "homo_energy_ha": -0.3903,
  "elements": ["Tl", "C", "C", "N", "N", "C", "O", "C", "C", "C", "C", "C", "C", "C", "C", "C", "C", "C", "N", "H", "H", "H", "H", "H", "H", "H", "H", "H", "H", "H", "H", "I", "C", "C", "C", "C", "C", "C", "C", "O", "O", "H", "H", "H", "H", "C", "N", "C", "P", "O", "N", "C", "C", "N", "C", "C", "H", "H", "H", "H", "H", "H", "H", "H", "H", "H", "H", "H", "H", "H", "H", "H", "H", "H", "C", "S", "C", "O", "H", "H", "H", "H", "H", "H", "C", "C", "C", "N", "H", "H", "H", "H", "H"],
  "coordinates": [[0.34131, -1.25590, 0.29175], [-3.80817, -1.25012, 2.28299], [-2.35666, -1.31500, 1.93718], [-1.91260, -1.20144, 0.74617], [-2.74152, -0.97785, -0.30781], [-2.11099, -1.21049, -1.44918], [-0.93230, -1.68586, -1.55991], [-2.85066, -0.87981, -2.69792], [-2.27115, -1.17727, -3.92804], [-2.92348, -0.84052, -5.10507], [-4.15526, -0.20195, -5.05701], [-4.73829, 0.09307, -3.83057], [-4.09155, -0.24683, -2.65350], [-1.34433, -1.53355, 3.00858], [-1.70800, -1.63878, 4.34379], [-0.71504, -1.84192, 5.29323], [0.60350, -1.93468, 4.88629], [0.88472, -1.82665, 3.53137], [-0.06819, -1.63471, 2.63206], [-4.39158, -1.08296, 1.38348], [-3.99339, -0.43736, 2.98854], [-4.13414, -2.17784, 2.75736], [-1.30615, -1.66712, -3.94695], [-2.47576, -1.08242, -6.06047], [-4.66527, 0.06004, -5.97504], [-5.70035, 0.58734, -3.79452], [-4.53463, -0.02658, -1.69177], [-2.74463, -1.56750, 4.63838], [-0.97560, -1.92841, 6.33976], [1.40365, -2.09030, 5.59589], [1.89419, -1.89561, 3.14462], [9.16923, -1.97434, -1.24516], [7.11624, -1.82575, -0.92535], [6.64343, -1.46599, 0.32998], [5.27785, -1.36592, 0.53798], [4.39131, -1.62833, -0.50078], [4.87605, -1.98719, -1.75384], [6.24000, -2.08680, -1.97095], [2.92782, -1.52551, -0.28144], [2.11633, -1.80109, -1.19556], [2.49725, -1.14255, 0.85978], [7.33486, -1.26621, 1.13666], [4.89049, -1.08271, 1.50698], [4.17632, -2.18426, -2.55471], [6.61929, -2.36415, -2.94456], [0.17929, 1.84201, 4.14087], [0.60813, 2.69375, 3.04235], [1.25484, 3.92739, 3.45215], [0.16288, 2.31171, 1.50744], [0.28756, 0.83698, 1.30574], [-1.39523, 2.79950, 1.28376], [-1.95773, 3.97080, 1.93290], [-2.16458, 2.31925, 0.14479], [1.15089, 3.19953, 0.54045], [2.52154, 2.73279, 0.35715], [0.68403, 4.14791, -0.45222], [-0.50411, 2.37986, 4.80628], [1.04018, 1.51133, 4.72850], [-0.32840, 0.95985, 3.75782], [0.60816, 4.49948, 4.12567], [1.48621, 4.53991, 2.58439], [2.18589, 3.71121, 3.98308], [-1.36431, 4.25233, 2.79978], [-2.97385, 3.75169, 2.26909], [-2.00803, 4.82834, 1.25157], [-1.65176, 1.49270, -0.33836], [-2.31906, 3.11608, -0.59255], [-3.14510, 1.96444, 0.47306], [2.81648, 2.10426, 1.19684], [3.19648, 3.59007, 0.31002], [2.62029, 2.14502, -0.55951], [-0.29913, 4.52868, -0.18629], [0.62822, 3.70018, -1.44996], [1.37233, 4.99521, -0.49827], [-1.57196, -4.87258, -0.64670], [0.17044, -4.85678, -0.23756], [0.80543, -4.48706, -1.86661], [0.37740, -3.62792, 0.62849], [-1.76639, -5.71313, -1.31301], [-1.82769, -3.92733, -1.12111], [-2.12272, -5.00554, 0.28216], [0.58581, -5.34179, -2.50744], [1.88034, -4.35202, -1.77567], [0.34306, -3.57304, -2.23503], [-1.43578, 2.32910, -4.05515], [-0.07158, 1.63640, -4.06473], [0.28918, 1.13446, -2.73997], [0.57047, 0.75776, -1.69313], [-1.66774, 2.68757, -5.05667], [-1.43434, 3.18207, -3.37616], [-2.21918, 1.63909, -3.74656], [0.71812, 2.31920, -4.38273], [-0.06909, 0.78901, -4.75171]],
  "mulliken_charge": [2.979, -2.263, 0.251, 1.344, -1.335, -0.177, -0.773, 0.312, -0.038, -0.833, -0.475, -0.774, -0.272, 1.103, -0.904, -0.648, -0.923, -0.462, 0.196, 0.416, 0.391, 0.411, 0.511, 0.442, 0.414, 0.431, 0.409, 0.532, 0.442, 0.500, 0.568, 0.118, -0.088, -0.588, -0.434, 0.380, -0.393, -0.668, 0.384, -0.827, -0.842, 0.398, 0.500, 0.485, 0.396, -0.758, 0.754, -1.123, -1.373, 0.669, 0.681, -0.999, -0.713, 0.488, -1.051, -0.761, 0.328, 0.326, -0.050, 0.364, 0.276, 0.307, 0.252, 0.306, 0.327, -0.321, 0.443, 0.331, 0.317, 0.362, 0.221, 0.199, 0.098, 0.315, -0.477, 0.184, -0.422, -0.368, 0.496, -0.167, 0.316, 0.536, 0.154, -0.121, -0.859, -0.728, 0.018, 0.042, 0.358, 0.324, 0.082, 0.440, 0.384]
}

=====

No. 2
{
  "formula": "C2H3ClO2S",
  "method": "ωB97M-V/def2-TZVPD",
  "multiplicity": 1,
  "energy_ha": -1086.76769,
  "e_lumo_ev": 0.22,
  "homo_energy_ha": -0.3315,
  "elements": ["C", "C", "O", "O", "S", "Cl", "H", "H", "H"],
  "coordinates": [[0.37701, -0.60367, 1.21784], [0.65661, 0.42640, -0.20497], [0.75464, -0.76103, 3.84070], [-0.35911, -1.74585, 1.04861], [1.05456, -0.03391, 2.61723], [1.59483, 1.83596, 0.32717], [-0.35891, 0.93106, -0.43871], [1.35787, -0.11858, -0.98810], [-1.00491, -1.70623, 0.30110]],
  "nbo_charge": [-0.029, -0.460, -0.913, -0.671, 1.101, -0.033, 0.248, 0.260, 0.497]
}

=====

No. 3
{
  "formula": "C42H64BFN7O12",
  "method": "ωB97M-V/def2-TZVPD",
  "multiplicity": 1,
  "total_charge": 1,
  "energy_ha": -3049.30171,
  "e_lumo_ev": -2.65,
  "homo_energy_ha": -0.4196,
  "elements": ["C", "O", "C", "C", "C", "C", "C", "C", "C", "C", "C", "C", "C", "C", "C", "N", "C", "C", "C", "O", "N", "N", "B", "O", "O", "C", "C", "C", "F", "C", "N", "C", "O", "C", "C", "O", "H", "H", "H", "H", "H", "H", "H", "H", "H", "H", "H", "H", "H", "H", "H", "H", "H", "H", "H", "H", "H", "H", "H", "H", "H", "H", "H", "H", "H", "H", "H", "H", "H", "H", "H", "H", "H", "H", "H", "H", "H", "H", "H", "H", "H", "H", "H", "H", "H", "C", "C", "C", "C", "C", "C", "N", "O", "O", "H", "H", "H", "H", "H", "C", "C", "C", "C", "C", "C", "N", "O", "O", "H", "H", "H", "H", "H", "C", "C", "C", "C", "C", "C", "N", "O", "O", "H", "H", "H", "H", "H"],
  "coordinates": [[1.01696, -1.89149, -4.53313], [-0.14859, -1.14676, -4.24879], [-1.36339, -1.88675, -4.18808], [-1.83463, -2.07389, -2.75237], [-1.13566, -3.19238, -1.95108], [-0.59882, -2.74475, -0.57447], [0.94238, -2.69154, -0.45626], [1.49231, -1.31776, -0.05706], [1.53387, -0.36345, -1.25701], [1.52326, 1.15467, -1.00939], [0.27849, 1.60985, -0.23024], [-0.76304, 2.42623, -1.00933], [-2.06625, 1.62325, -1.15505], [-3.25618, 2.45877, -1.65553], [-4.34597, 2.60880, -0.58886], [-4.76000, 1.29549, -0.05595], [-5.93859, 0.76872, -0.75941], [-4.80502, 1.22623, 1.32441], [-5.73612, 0.22655, 1.95597], [-4.07609, 1.91267, 2.02178], [0.62968, 2.30677, 1.10235], [0.89657, 3.69654, 0.86554], [-0.70363, 2.15623, 1.92379], [-0.91606, 0.98756, 2.58852], [-1.51602, 3.20058, 1.81244], [1.74811, 1.62636, 1.83572], [2.13509, 2.44290, 3.05483], [3.06342, 1.69006, 3.99174], [0.93476, 2.79233, 3.70218], [2.98397, 1.39101, 0.95381], [2.73411, 1.74719, -0.43037], [3.92038, 1.59607, -1.23898], [3.79220, 2.34895, -2.43264], [3.54348, 3.67636, -2.20759], [2.35139, 4.22374, -2.92092], [4.24256, 4.33062, -1.51371], [0.83263, -2.64535, -5.30557], [1.41298, -2.40113, -3.64570], [1.77253, -1.19449, -4.89694], [-2.10898, -1.30636, -4.73824], [-1.24439, -2.85328, -4.69213], [-2.91924, -2.20159, -2.73403], [-1.62333, -1.12210, -2.25563], [-0.31306, -3.60758, -2.53915], [-1.85481, -4.00038, -1.80251], [-0.98022, -3.41310, 0.19989], [-1.01132, -1.75589, -0.33576], [1.25499, -3.39989, 0.31574], [1.41607, -3.02174, -1.38452], [2.50515, -1.46349, 0.33334], [0.89225, -0.92874, 0.77395], [0.64038, -0.54993, -1.86890], [2.37474, -0.61873, -1.90614], [1.43076, 1.59924, -2.00274], [-0.24695, 0.69924, 0.07751], [-0.97794, 3.37243, -0.51779], [-0.39895, 2.67538, -2.00861], [-2.34832, 1.19990, -0.18520], [-1.87812, 0.82451, -1.87442], [-3.68346, 2.01541, -2.55789], [-2.92253, 3.46267, -1.93890], [-5.21551, 3.09053, -1.04786], [-4.00451, 3.25087, 0.21864], [-6.86535, 1.24489, -0.42630], [-5.80451, 0.96240, -1.82329], [-5.98395, -0.30970, -0.63067], [-6.72709, 0.66700, 2.08299], [-5.81393, -0.69190, 1.38022], [-5.33349, -0.00930, 2.93963], [1.85828, 3.80492, 0.56205], [0.64712, 4.24279, 1.67920], [-1.53533, 0.38544, 2.15378], [-2.18515, 3.28040, 2.50886], [1.37600, 0.66921, 2.19921], [2.61177, 3.37558, 2.74553], [3.02648, 0.60992, 3.84745], [2.80207, 1.94874, 5.01759], [4.09404, 2.01357, 3.84135], [3.32856, 0.35684, 1.08301], [3.80381, 2.02737, 1.30572], [4.13735, 0.56732, -1.54042], [4.76762, 1.96943, -0.65635], [1.49303, 4.18313, -2.24410], [2.54171, 5.26918, -3.15926], [2.12264, 3.68135, -3.83704], [-4.49011, -6.55119, 2.22969], [-5.65114, -6.13235, 1.59375], [-5.69039, -4.90411, 0.95323], [-4.55001, -4.12091, 0.96628], [-3.38189, -4.51345, 1.59811], [-3.36020, -5.74263, 2.23444], [-4.57678, -2.82677, 0.27355], [-5.62027, -2.48002, -0.25274], [-3.55855, -2.15589, 0.26378], [-4.46061, -7.51098, 2.72739], [-6.52914, -6.76322, 1.59309], [-6.58266, -4.56115, 0.45180], [-2.51396, -3.87114, 1.58891], [-2.46066, -6.07780, 2.73312], [8.70495, 4.90545, -3.68077], [7.38487, 4.49291, -3.55134], [6.67388, 4.08873, -4.66934], [7.30525, 4.09220, -5.89775], [8.61579, 4.50275, -6.05309], [9.31483, 4.91496, -4.92887], [6.55006, 3.63556, -7.08104], [5.39148, 3.30184, -6.91343], [7.12899, 3.61808, -8.14688], [9.26180, 5.21722, -2.80712], [6.90151, 4.47446, -2.58335], [5.64969, 3.75811, -4.58510], [9.07490, 4.49766, -7.03022], [10.34170, 5.23866, -5.02940], [-1.08857, -2.64515, 7.71507], [-2.34452, -3.23737, 7.73379], [-2.59279, -4.36669, 6.96993], [-1.56455, -4.87846, 6.20017], [-0.30669, -4.30550, 6.16039], [-0.07387, -3.17615, 6.92892], [-1.81685, -6.09015, 5.39904], [-2.93230, -6.56924, 5.43353], [-0.89607, -6.53707, 4.74037], [-0.89862, -1.76846, 8.31993], [-3.13235, -2.82376, 8.34808], [-3.56059, -4.84503, 6.97139], [0.46872, -4.73965, 5.54739], [0.90430, -2.71500, 6.91873]],
  "mulliken_charge": [-0.620, -0.295, -1.057, 0.763, -1.611, 1.277, -1.991, -0.172, 0.288, -0.383, -0.442, -1.746, 1.169, -1.008, -1.207, 0.737, -1.129, 0.550, -1.221, -0.554, 0.955, -0.465, 1.394, -0.634, -0.724, 0.085, 0.072, -1.456, -0.341, -1.864, 0.638, -0.667, -0.272, 1.176, -1.214, -0.571, 0.367, 0.189, 0.231, 0.430, 0.417, 0.623, -1.029, 0.579, 0.423, -0.060, -0.338, 0.483, 0.632, 0.350, -0.172, -0.622, 0.892, 0.392, -0.201, 0.465, 0.617, 0.107, -0.682, 0.536, 0.413, 0.509, 0.390, 0.337, 0.432, 0.199, 0.296, 0.190, 0.378, 0.220, 0.232, 0.200, 0.376, 0.506, 0.552, 0.337, 0.448, 0.376, -0.060, 1.039, 0.301, 0.433, 0.068, 0.479, 0.335, -0.664, -0.466, -0.621, 0.115, -0.088, -0.734, 0.875, -0.653, -0.227, 0.462, 0.407, 0.499, 0.412, 0.616, -0.568, -0.204, -0.376, 0.021, -0.515, -0.384, 1.020, -0.616, -0.597, 0.395, 0.414, 0.557, 0.456, 0.376, -0.481, -0.470, -0.357, 0.210, -0.414, -0.474, 1.042, -0.582, -0.611, 0.403, 0.394, 0.474, 0.473, 0.406]
}

=====

No. 4
{
  "formula": "C3H6O2",
  "method": "ωB97M-V/def2-TZVPD",
  "multiplicity": 1,
  "energy_ha": -268.30829,
  "smiles": "C=CO.C=O",
  "e_lumo_ev": 0.70,
  "homo_energy_ha": -0.3508,
  "elements": ["C", "C", "O", "H", "H", "H", "H", "C", "O", "H", "H"],
  "coordinates": [[1.36622, 2.33533, 0.45246], [0.72876, 1.15506, 0.33283], [-0.08970, 0.48330, 1.17842], [1.80711, 2.61716, -0.49407], [1.04745, 3.07670, 1.17771], [1.13037, 0.50208, -0.43969], [-0.44137, 1.17076, 1.79994], [-0.60390, -1.62015, -1.07188], [-1.38972, -2.51477, -0.95928], [0.06900, -1.38104, -0.24774], [-0.58024, -1.06438, -2.02214]],
  "nbo_charge": [-0.541, 0.157, -0.673, 0.218, 0.196, 0.162, 0.483, 0.270, -0.497, 0.122, 0.104]
}